(1)
A 8-piece molecular cluster, C34H43N5O3 overall in a non-equilibrium geometry, computed with ωB97M-V/def2-TZVPD.

```
! wB97M-V def2-TZVPD RIJCOSX def2/J DEFGRID3
* xyz 1 2
O -1.64957 -3.40484 -5.03840
O -5.90722 2.23952 -1.49248
O 2.08178 -0.11272 3.87737
N -2.31332 -6.53162 0.15003
N 1.22611 6.82409 1.85149
N -0.33336 0.62601 0.10031
N 4.28422 0.27588 -6.31852
N -1.19972 5.35764 5.72490
C -0.39966 -0.37646 -0.81992
C 3.47484 -1.27456 5.50558
C 0.60119 -1.28336 -1.01707
C 2.09799 7.61913 2.44616
C 0.84219 0.80472 0.77952
C -3.79258 -4.37190 -5.13344
C 2.71786 4.97138 1.96596
C 4.45269 0.48764 -4.98749
C -1.87418 -5.39761 0.81290
C 2.77951 -2.33040 3.29082
C -1.19852 -4.39593 0.09317
C 3.45795 -0.67085 -6.80837
C 1.93455 -0.13126 0.58160
C -6.59809 -0.01103 -1.35647
C -2.12330 -6.60278 -1.18836
C 3.69119 -0.26830 -4.04092
C 0.12393 5.60945 5.34944
C 1.78507 -1.21453 -0.29663
C -3.19422 -2.35883 -3.48020
C 2.73916 -1.09519 4.17553
C 1.47775 5.55936 1.63980
C 2.80207 -1.49919 -5.92231
C -1.63866 -5.55117 -2.01441
C -4.01239 0.63052 -1.12031
C -1.19390 -4.38986 -1.32228
C -2.79176 -3.35616 -4.57823
C 2.86735 -1.25653 -4.54698
C 0.51979 3.40711 4.54904
C 3.66261 5.78716 2.58710
C -5.52246 1.04225 -1.34105
C 3.34100 7.16178 2.87787
C 1.03092 4.67672 4.86453
C -0.77452 3.05476 4.92835
C -1.57067 4.01171 5.58718
H 1.88425 -2.44509 2.67972
H 0.73746 4.90141 1.20915
H 2.16999 -2.32992 -6.19938
H 5.17955 1.18743 -4.60231
H -4.15081 -2.49713 -2.97631
H 4.56245 5.36539 3.00994
H 3.53956 -1.07791 -7.80539
H -3.50556 1.51135 -0.72617
H -3.56157 0.22362 -2.02546
H -4.25649 -4.90942 -4.30643
H -2.54349 -7.41171 -1.76757
H -2.62129 3.92019 5.82000
H -0.67243 -3.58266 -1.81514
H -2.09272 -5.18950 1.84988
H 2.32550 -1.88630 -3.85691
H 2.51017 -1.97408 -0.54908
H 3.08162 -0.49278 6.15542
H 0.99016 1.72588 1.32356
H -4.45907 -3.86965 -5.83460
H -1.51119 -5.76872 -3.06456
H -6.42046 -0.75710 -2.13102
H 2.91826 -3.24987 3.85953
H 0.30798 6.67004 5.43703
H -0.84253 -3.50553 0.59002
H 1.67056 8.57839 2.69821
H -1.33042 -0.47667 -1.35848
H 1.15259 2.70212 4.03043
H 3.50341 -2.20248 2.48602
H 4.02686 7.93271 3.19671
H -1.16888 2.05820 4.79511
H 4.53672 -1.09667 5.33570
H 0.57424 -1.99181 -1.83180
H -3.28403 -1.41158 -4.01195
H -7.51035 0.48685 -1.68510
H -3.98932 -0.06363 -0.28023
H -2.39354 -2.29433 -2.74341
H 2.88909 3.95808 1.63382
H 3.79618 -0.13470 -2.97437
H 3.13990 -2.24826 5.86311
H 2.05947 4.94396 4.67198
H -3.18939 -5.04654 -5.74100
H 2.80676 0.08632 1.18019
H -6.76286 -0.59945 -0.45385
*
```

Computed properties:
strongest force on any atom	0.08658	hartree/bohr
HOMO energy (alpha / beta)	-0.39121 / -0.39120	Ha
LUMO level (alpha / beta)	-5.217 / -9.395	eV

(2)
C37H55GeN4O6P2Tc as an isolated structure in a non-equilibrium geometry, computed with ωB97M-V/def2-TZVPD.

```
! wB97M-V def2-TZVPD RIJCOSX def2/J DEFGRID3
* xyz 1 2
Tc 0.97494 0.74168 -0.90037
Ge -0.98749 -0.73642 -3.59310
P 0.64270 -0.79025 2.22211
P 2.96438 0.51544 1.13664
O -0.16924 -0.26136 1.10335
O 4.47494 0.27941 1.44294
O 2.73736 2.01566 0.66929
O -0.30315 -0.99777 3.46279
O 1.50124 -2.10180 2.05780
O 2.56497 -0.32583 -0.01397
N -1.34783 4.04258 -0.66984
N -0.51591 2.05911 -0.85778
N -2.31224 3.14837 -0.44275
N -0.27949 3.40081 -0.92420
C -0.81843 -2.80467 4.94599
C -4.04503 2.87750 -4.15041
C -2.26624 0.75331 -3.80841
C -2.67583 3.09321 -4.24938
C 0.46372 -0.00526 -2.52248
C -0.15600 -2.91721 -7.72502
C 1.67825 -4.48607 2.08187
C -0.58654 -1.57238 -5.32523
C 1.35440 -3.27467 -0.09082
C 5.25776 0.09313 2.64914
C 5.05570 -1.30331 3.20986
C -1.97486 -3.43699 -2.85727
C -2.97106 4.53870 2.15347
C -3.65729 3.54508 -0.06643
C 0.06321 -0.59956 5.80556
C -1.45219 -2.69404 -7.27945
C 3.12860 3.17121 1.47401
C 1.97534 0.36487 2.66184
C -2.96640 -2.66304 -0.38525
C 1.01278 -3.31810 1.38320
C -1.85880 -2.10790 -2.46135
C -2.36673 -1.73355 -1.21989
C -3.07501 -3.98782 -0.78895
C -4.52714 1.60412 -3.87876
C 0.11801 -1.63720 4.69898
C -2.58790 -4.37034 -2.03035
C 0.92101 -2.45648 -6.98262
C 0.70859 -1.78849 -5.78478
C 6.70478 0.32689 2.25510
C -3.87549 3.52425 1.45540
C -3.67648 2.12548 2.03904
C -1.79233 2.03834 -4.07457
C -3.63994 0.54872 -3.70686
C 2.06818 4.23683 1.29125
C -1.80067 1.92746 -0.56550
C 4.50954 3.63328 1.05103
C -1.66458 -2.02160 -6.08629
H -2.67802 -1.84466 -5.73960
H 2.76248 -4.38505 2.01890
H 1.96981 4.49216 0.23763
H 0.74069 0.22942 5.59489
H -2.27887 -0.70301 -0.90176
H 4.94315 0.84210 3.38349
H -5.59435 1.43022 -3.81709
H -4.26673 1.37818 1.50367
H -1.92017 4.32375 1.94858
H 3.15559 2.85915 2.52544
H -2.29259 -3.05205 -7.86021
H 0.82493 -2.47330 -0.60087
H 5.67533 -1.41854 4.09888
H 4.01856 -1.49546 3.48600
H -0.60317 -3.26605 5.90862
H -0.95108 -0.20717 5.88115
H 1.14064 -2.00651 4.57249
H -3.35269 -2.35034 0.57914
H -1.84776 -2.44508 4.94780
H -0.71010 -3.55303 4.16037
H -3.54829 -4.71828 -0.14437
H -4.91626 3.81826 1.61219
H -3.79677 4.55556 -0.44673
H 6.81640 1.26122 1.70785
H 2.34198 5.12625 1.85737
H 2.42460 -3.11313 -0.21783
H 0.01374 -3.44859 -8.65227
H 2.55808 0.02588 3.51588
H 1.07593 -4.22248 -0.55183
H -0.06728 -3.35702 1.52095
H -3.99117 2.11155 3.08217
H -2.62528 1.82793 2.00269
H -1.58569 -3.74104 -3.82250
H -2.30151 4.08524 -4.47262
H 7.04241 -0.48558 1.61173
H -4.73670 3.69852 -4.29335
H -0.72222 2.20673 -4.13921
H -3.17871 5.55402 1.81373
H 0.34350 -1.04846 6.75716
H -4.35487 2.87228 -0.56351
H 5.36101 -2.04964 2.47648
H 5.26337 2.88200 1.28245
H 1.38759 -5.41144 1.58647
H 1.93013 -2.62540 -7.33646
H -3.12031 4.50554 3.23261
H -4.01925 -0.44470 -3.49047
H 1.54824 -1.43450 -5.19764
H 4.75920 4.55181 1.57999
H -2.34293 1.00250 -0.48650
H 1.51686 1.32698 2.89259
H 1.10154 3.88380 1.65378
H 1.38696 -4.54726 3.13137
H -2.69339 -5.39612 -2.36059
H 4.53054 3.82289 -0.02196
H 7.33276 0.35667 3.14425
*
```

Computed properties:
strongest force on any atom	0.12629	hartree/bohr
HOMO energy (alpha / beta)	-0.34543 / -0.34454	Ha
energy above the lowest of the compared OMol25 structures with the same formula, charge and spin	121.8	kJ/mol
LUMO level (alpha / beta)	-1.921 / -1.918	eV

(3)
One molecule with the formula C19H22N2O2, computed with ωB97M-V/def2-TZVPD.

```
! wB97M-V def2-TZVPD RIJCOSX def2/J DEFGRID3
* xyz 0 1
O -0.71622 -1.38353 3.21843
O 0.26185 0.60805 -1.93074
N 0.07554 1.76358 0.51507
N 0.76930 -0.09024 2.12554
C 1.15530 -3.50126 1.97601
C -1.41616 3.45115 -0.40845
C -0.59046 2.34114 -0.56110
C 0.37459 -3.50131 -0.68259
C -0.35359 2.06177 1.86334
C 0.49103 -2.40167 1.45006
C -2.08720 4.00774 -1.48426
C -1.10420 -0.87698 -3.33590
C -1.92907 3.47055 -2.74379
C 1.78042 0.14919 1.12259
C 0.09168 -2.40878 0.11762
C -0.49095 1.75545 -1.84501
C 1.44126 -4.58949 1.16967
C 1.05335 -4.58981 -0.15928
C 1.49396 1.50242 0.44416
C 0.36488 1.10153 2.83291
C 0.11801 -1.25651 2.34009
C 0.22788 -0.16573 -3.11121
C -1.13524 2.34615 -2.91846
H -0.30050 0.80136 3.64326
H -1.43426 1.91021 1.91428
H -1.03761 -1.49808 -4.22537
H 1.44412 -3.49891 3.01656
H -1.53273 3.89811 0.56568
H 2.77307 0.16763 1.59393
H -1.34140 -1.50661 -2.48250
H -1.04062 1.93119 -3.90953
H -1.91242 -0.16181 -3.46465
H 0.06520 -3.50749 -1.71790
H 1.81703 1.47386 -0.59308
H 1.25536 1.57571 3.25877
H 1.02063 -0.90556 -2.96201
H -2.42791 3.90633 -3.59588
H 0.49168 0.44473 -3.98479
H -0.43694 -1.55493 -0.28082
H -0.12743 3.10011 2.15998
H 1.96342 -5.44087 1.58089
H -2.71983 4.86906 -1.33196
H 2.04849 2.30718 0.95402
H 1.76207 -0.65308 0.38703
H 1.27430 -5.44080 -0.78688
*
```

Computed properties:
strongest force on any atom	0.01076	hartree/bohr
structure (SMILES)	CCOc1ccccc1N1CCN(C(=O)c2ccccc2)CC1
HOMO energy	-0.28450	Ha
energy above the lowest of the compared OMol25 structures with the same formula, charge and spin	188.4	kJ/mol
LUMO level	0.780	eV

(4)
C4H9NO2 as an isolated structure, computed with ωB97M-V/def2-TZVPD.

```
! wB97M-V def2-TZVPD RIJCOSX def2/J DEFGRID3
* xyz 0 1
O 0.86034 -0.35334 0.94598
O 1.45990 -0.28705 -1.22749
N -0.69525 -0.64472 -0.76467
C 2.78402 -0.02230 -0.78217
C -1.89437 0.41549 1.10769
C -1.73548 -0.64674 0.14161
C 0.55061 -0.42036 -0.24183
H -1.54915 1.58946 -0.28192
H -1.00820 0.78888 1.60945
H -2.85610 0.57023 1.60101
H -2.67908 -1.00941 -0.27356
H -1.14087 1.16195 -0.84767
H -1.47285 -1.27778 1.05716
H 3.39581 0.05502 -1.68248
H 2.83179 0.91242 -0.21550
H 3.14890 -0.83175 -0.14562
*
```

Computed properties:
strongest force on any atom	0.00675	hartree/bohr
HOMO energy (alpha / beta)	-0.33389 / -0.33383	Ha
energy above the lowest of the compared OMol25 structures with the same formula, charge and spin	527.0	kJ/mol
LUMO level (alpha / beta)	-0.954 / -0.956	eV